# C9H7BrClF3S

A 2-piece molecular cluster, C9H7BrClF3S overall (ωB97M-V/def2-TZVPD, OMol25).

The geometry in XYZ format:
```
22
Properties=species:S:1:pos:R:3
Br 4.761 -1.739 -2.515
Cl 5.570 -0.479 0.859
S 1.678 1.461 -2.792
F 4.689 0.947 -1.265
F 3.002 -2.021 -0.542
F 3.230 0.513 0.279
C 0.220 0.433 -0.772
C 0.233 -0.987 -0.853
C 0.316 -1.109 1.566
C 0.361 1.026 0.459
C 4.231 -0.029 -0.397
C 3.728 -1.136 -1.186
C 0.321 0.247 1.646
C 0.292 -1.781 0.290
C 0.086 1.267 -1.956
H -0.646 0.923 -2.733
H 0.382 2.141 0.681
H 0.254 -2.863 0.442
H -0.443 2.123 -1.525
H 0.188 -1.334 -1.788
H 0.400 0.604 2.659
H 0.332 -1.830 2.306
```

Properties
orbital gap (spin up / spin down) = 7.90 / 6.76 eV
highest occupied orbital energy (spin up / spin down) = -9.1 / -8.8 eV
E = -4078.9896 hartree
molecular weight = 319.6 g/mol

Electronic structure analysis, natural (NBO) charges in units of e:
1. Br 0.1769
2. Cl -0.1007
3. S 0.1385
4. F -0.3200
5. F -0.2884
6. F -0.2977
7. C -0.0638
8. C -0.1923
9. C -0.2079
10. C -0.1923
11. C 0.6168
12. C 0.2143
13. C -0.2162
14. C -0.1962
15. C -0.6038
16. H 0.2437
17. H 0.2207
18. H 0.2188
19. H 0.2240
20. H 0.2013
21. H 0.2180
22. H 0.2060